1.
Formula: C22H29N5O3
Source: the OMol25 dataset
Level of theory: ωB97M-V/def2-TZVPD

Output
frontier orbital gap = 9.15 eV
relative energy (zero: lowest compared OMol25 entry of this formula, charge and spin) = 126.1 kJ/mol
LUMO energy = 0.50 eV
SMILES = CC(=O)NCC(=O)N1CCC(n2nccc2NC(=O)CCCc2ccccc2)CC1
HOMO level = -8.6 eV
spin multiplicity = 1

Geometry as XYZ:
```
59
C22H29N5O3, DFT ωB97M-V/def2-TZVPD
C -8.30 0.97 0.54
C -6.88 1.43 0.27
O -6.58 2.55 -0.08
N -5.95 0.48 0.50
C -4.57 0.66 0.14
C -4.04 -0.67 -0.40
O -4.74 -1.67 -0.37
N -2.79 -0.68 -0.91
C -1.85 0.42 -0.92
C -0.67 0.11 -0.01
C 0.00 -1.20 -0.44
N 1.07 -1.54 0.47
N 0.75 -1.95 1.70
C 1.88 -2.24 2.31
C 2.97 -2.00 1.48
C 2.41 -1.53 0.30
N 3.12 -1.16 -0.84
C 2.91 -0.10 -1.69
O 1.88 0.52 -1.76
C 4.10 0.16 -2.60
C 5.36 0.62 -1.86
C 5.15 1.92 -1.07
C 4.32 1.73 0.17
C 3.05 2.28 0.28
C 2.29 2.09 1.42
C 2.80 1.35 2.47
C 4.07 0.81 2.38
C 4.82 1.00 1.24
C -1.04 -2.33 -0.45
C -2.21 -1.93 -1.35
H -8.38 0.57 1.55
H -8.57 0.19 -0.17
H -8.97 1.81 0.42
H -6.22 -0.50 0.60
H -4.51 1.45 -0.61
H -3.98 0.95 1.01
H -1.48 0.54 -1.94
H -2.33 1.34 -0.61
H -1.00 0.01 1.03
H 0.07 0.91 -0.07
H 0.42 -1.08 -1.43
H 1.87 -2.60 3.32
H 4.01 -2.14 1.69
H 4.06 -1.53 -0.83
H 4.32 -0.76 -3.16
H 3.80 0.93 -3.31
H 6.15 0.78 -2.60
H 5.71 -0.16 -1.17
H 4.67 2.66 -1.72
H 6.13 2.31 -0.78
H 2.65 2.86 -0.54
H 1.31 2.53 1.49
H 2.20 1.19 3.36
H 4.47 0.24 3.21
H 5.82 0.58 1.18
H -0.60 -3.25 -0.81
H -1.40 -2.49 0.57
H -1.87 -1.82 -2.38
H -3.00 -2.69 -1.32
```

***

2.
Formula: CrN5O15
Source: the OMol25 dataset
Level of theory: ωB97M-V/def2-TZVPD

Output
frontier orbital gap (alpha / beta) = 6.46 / 4.13 eV
LUMO energy (alpha / beta) = -0.28 / -2.24 eV
charge = -1
expectation value of S² = 6.0598
HOMO level (alpha / beta) = -6.7 / -6.4 eV
spin multiplicity = 5

Geometry as XYZ:
```
21
CrN5O15, DFT ωB97M-V/def2-TZVPD
Cr -7.20 12.90 -22.54
N -10.35 12.06 -23.36
O -10.51 10.92 -22.94
O -11.33 12.69 -23.74
O -9.23 12.55 -23.36
N -5.32 13.73 -20.94
O -6.44 14.21 -21.00
O -4.45 14.24 -20.30
O -5.23 12.81 -21.67
N -6.75 14.35 -24.74
O -7.30 14.73 -23.68
O -6.52 15.02 -25.77
O -6.47 13.19 -24.61
N -8.81 11.45 -19.95
O -9.34 10.44 -20.39
O -9.12 11.85 -18.84
O -8.13 12.11 -20.73
N -7.10 9.71 -22.77
O -8.15 9.13 -22.55
O -7.04 10.91 -22.89
O -6.01 9.18 -22.84
```

***

3.
Formula: C5H6O2
Source: the OMol25 dataset
Level of theory: ωB97M-V/def2-TZVPD

Output
frontier orbital gap = 10.11 eV
relative energy (zero: lowest compared OMol25 entry of this formula, charge and spin) = 369.8 kJ/mol
LUMO energy = 0.72 eV
HOMO level = -9.4 eV
spin multiplicity = 1

Geometry as XYZ:
```
13
C5H6O2, DFT ωB97M-V/def2-TZVPD
C 0.50 1.57 0.07
C -0.25 0.28 0.20
C -0.28 -0.62 1.35
C 0.27 -1.02 -0.28
C -0.95 -0.99 -1.16
O -1.38 -1.62 -2.08
O -1.45 0.16 -0.62
H -0.05 2.39 0.53
H 0.62 1.79 -1.00
H 1.48 1.49 0.53
H -0.36 -1.69 0.88
H 0.63 -0.48 1.95
H 1.28 -1.33 -0.50
```